The following is a quantum chemistry calculation of C7H8O5Pb as an isolated structure, from OMol25.

Geometry as XYZ:
```
21
Properties=species:S:1:pos:R:3:forces:R:3
Pb 0.055 0.145 0.185 -3.749 0.424 -1.936
O 1.005 -3.210 -0.102 -1.212 3.619 0.281
C 0.707 -2.113 0.019 2.345 -6.167 -0.265
C 0.459 2.330 0.899 1.092 3.067 1.262
O 0.575 3.397 1.206 -0.201 -0.595 -0.248
C -0.519 -0.352 2.356 -1.902 -1.711 7.793
O -0.952 -0.586 3.399 1.538 0.975 -4.406
C 1.489 0.562 -1.562 5.175 1.424 -5.770
O 2.104 0.776 -2.509 -2.604 -0.814 3.554
C -4.020 -0.158 -2.053 0.235 0.018 0.119
H -3.567 -0.536 -2.989 -0.395 0.271 0.601
H -4.414 -0.915 -1.349 0.182 0.528 -0.520
C -4.103 1.154 -1.793 0.228 -0.037 0.112
H -4.568 1.533 -0.863 0.237 -0.267 -0.679
H -3.721 1.911 -2.503 -0.340 -0.525 0.441
C 3.464 -0.862 1.020 0.952 -0.101 0.143
O 2.647 0.238 1.571 -1.803 -0.810 -1.192
H 3.414 -0.847 -0.116 0.042 0.169 1.446
H 3.147 -1.898 1.386 0.524 1.544 -0.275
H 4.501 -0.567 1.355 -0.974 -0.967 -0.593
H 2.299 -0.003 2.442 0.629 -0.043 0.132
```
Positions in Å, forces in eV/Å.

gap between HOMO and LUMO = 5.5 eV
LUMO level = -9.925 eV
charge = +2
ΔE to the lowest compared entry with this formula, charge and spin = 2.019 eV



The following is a quantum chemistry calculation of a 2-piece molecular cluster, C5H6Si overall, from OMol25.

Geometry as XYZ:
```
12
Properties=species:S:1:pos:R:3:forces:R:3
C 1.959 -0.615 -0.322 -0.610 0.337 0.428
C 1.789 0.910 -0.281 0.475 -1.176 1.063
C -3.073 0.481 0.603 -2.584 0.151 -3.153
C -3.302 0.118 -0.641 -0.090 1.326 3.624
C 1.971 -0.085 0.880 0.020 -0.136 -3.791
Si -1.558 -0.629 0.019 1.339 -0.989 -0.383
H 1.996 -1.462 -1.061 -0.143 1.007 1.292
H 2.667 1.418 -0.624 0.257 0.768 0.056
H -3.521 0.996 1.451 0.658 -0.233 0.143
H -4.184 0.265 -1.268 0.490 -0.272 -0.245
H 1.902 -0.134 1.912 0.208 -0.313 1.590
H 0.852 1.470 -0.284 -0.020 -0.469 -0.623
```
Positions in Å, forces in eV/Å.

gap between HOMO and LUMO (spin up / spin down) = 6.5 / 6.2 eV
LUMO level (spin up / spin down) = 0.817 / -2.661 eV
2S+1 = 3
ΔE to the lowest compared entry with this formula, charge and spin = 0.000 eV



The following is a quantum chemistry calculation of a 9-piece molecular cluster, C19H50Cl6O10 overall, from OMol25.

Geometry as XYZ:
```
85
Properties=species:S:1:pos:R:3:forces:R:3
C 7.699 8.091 8.364 0.602 -0.838 -0.441
O 8.085 7.229 7.256 -0.350 0.605 0.474
C 9.193 6.377 7.474 0.125 0.870 1.506
C 10.565 7.039 7.150 -0.193 -0.356 -1.819
O 10.939 8.099 7.987 -0.254 1.270 0.209
C 11.319 9.320 7.303 -1.067 -0.379 -0.134
C 12.783 9.383 6.990 0.413 -0.483 0.996
O 13.464 9.256 8.247 -0.429 0.168 -0.879
C 14.869 9.123 8.127 -0.517 1.055 1.482
H 8.075 7.674 9.319 -0.427 0.277 -0.417
H 6.605 8.188 8.356 0.319 -0.132 0.038
H 8.157 9.068 8.217 0.021 0.090 0.176
H 8.972 5.514 6.859 0.564 -0.256 -0.265
H 9.165 6.047 8.556 0.282 0.184 -0.936
H 10.565 7.425 6.084 -0.331 -0.533 0.946
H 11.388 6.327 7.189 -0.168 -0.591 0.016
H 11.038 10.170 7.950 0.148 -0.436 -0.070
H 10.710 9.401 6.380 0.402 0.031 0.466
H 12.979 10.328 6.486 0.204 0.415 0.101
H 13.136 8.608 6.311 -0.204 -0.370 -0.130
H 15.245 9.736 8.977 0.236 -1.017 -0.202
H 15.221 9.675 7.286 0.410 0.028 -1.108
H 15.173 8.072 8.137 0.172 0.240 0.001
C 13.501 15.707 8.262 0.316 -0.541 -1.167
O 13.022 14.391 8.591 1.190 0.584 0.401
C 14.009 13.657 9.306 -0.198 1.069 1.314
C 13.480 12.342 9.719 -0.625 -0.831 1.243
O 12.402 12.516 10.640 0.537 0.038 0.292
C 11.867 11.251 11.136 0.181 2.573 0.045
C 10.872 11.595 12.239 0.357 0.615 0.378
O 11.429 12.250 13.404 -0.064 -1.512 0.009
C 11.936 11.331 14.438 0.313 1.900 -0.480
H 13.658 16.350 9.110 -0.462 0.165 0.817
H 12.737 16.125 7.580 0.650 -0.060 0.353
H 14.536 15.700 7.798 -1.182 -0.387 -0.037
H 14.475 14.197 10.166 -1.160 0.112 0.039
H 14.899 13.525 8.769 1.211 -0.497 -1.797
H 14.258 11.727 10.206 0.092 0.305 -0.134
H 13.156 11.769 8.864 -0.291 -0.232 -0.538
H 12.703 10.651 11.486 -0.084 -0.487 -0.130
H 11.338 10.931 10.265 -0.409 -1.504 -0.178
H 10.299 10.722 12.517 -0.021 -0.564 0.244
H 10.129 12.298 11.867 0.080 0.206 -0.296
H 11.528 10.324 14.355 -0.294 0.162 0.126
H 11.696 11.865 15.390 0.107 -0.908 -0.586
H 13.035 11.288 14.333 -0.378 -0.132 0.106
Cl 5.364 15.843 10.622 -0.060 -0.448 -0.696
C 5.701 14.549 9.386 -0.115 0.598 -0.521
Cl 4.830 13.070 9.742 0.019 -0.455 0.491
H 5.267 14.792 8.378 0.964 0.518 1.160
H 6.795 14.401 9.457 -0.842 -0.219 -0.407
Cl 7.770 9.793 14.136 0.322 -0.648 0.531
C 6.799 10.921 13.244 -0.078 -0.137 -0.977
Cl 5.795 10.101 11.996 0.035 0.023 0.356
H 6.102 11.412 13.908 0.214 0.304 -0.007
H 7.518 11.540 12.708 -0.511 0.390 0.164
Cl 6.551 12.212 6.546 0.111 -0.482 -0.503
C 7.217 10.691 5.811 -1.931 -0.039 0.488
Cl 8.844 10.954 5.257 0.122 -0.265 -0.056
H 7.073 9.969 6.625 0.910 0.117 -0.333
H 6.544 10.329 5.003 0.707 0.731 0.302
C 10.551 15.285 10.958 -0.582 0.361 -0.850
O 10.254 14.477 9.767 0.918 0.779 0.957
H 9.895 14.908 11.704 -0.999 0.078 0.735
H 11.508 15.199 11.451 0.805 -0.520 -0.705
H 10.386 16.384 10.800 -0.129 -1.059 -0.219
H 11.073 14.044 9.480 0.100 0.306 0.106
C 10.673 7.857 11.382 -1.121 0.776 1.293
O 9.972 8.718 10.489 0.875 -0.809 -1.302
H 11.296 7.131 10.897 0.340 -0.363 -0.472
H 11.315 8.481 12.049 -0.396 -0.551 -0.249
H 9.893 7.322 11.986 0.876 0.346 -0.218
H 10.279 8.448 9.571 -0.477 0.594 1.126
C 8.102 14.215 14.410 0.260 -1.284 -0.960
O 8.965 13.177 14.794 0.282 -0.847 0.549
H 7.143 14.110 14.877 -0.274 0.177 0.810
H 8.614 15.117 14.566 0.020 1.754 0.389
H 7.898 14.092 13.364 -0.245 0.324 -0.954
H 9.782 13.255 14.282 0.012 -0.230 0.040
C 8.095 11.381 9.826 0.342 -1.213 0.498
O 8.123 12.745 10.088 0.561 0.577 -0.244
H 8.451 11.041 8.836 0.575 0.528 0.254
H 8.582 10.827 10.654 0.089 -0.080 -0.704
H 7.088 11.047 9.823 -1.117 -0.075 0.130
H 9.053 13.035 10.020 -0.402 0.528 -0.034
```
Positions in Å, forces in eV/Å.

gap between HOMO and LUMO = 10.1 eV
LUMO level = 0.390 eV
structure (SMILES) = COCCOCCOC.COCCOCCOC.ClCCl.ClCCl.ClCCl.CO.CO.CO.CO
ΔE to the lowest compared entry with this formula, charge and spin = 0.000 eV



The following is a quantum chemistry calculation of one molecule with the formula C3H5N3, from OMol25.

Geometry as XYZ:
```
11
Properties=species:S:1:pos:R:3:forces:R:3
N -1.966 -0.172 0.094 -0.364 -0.382 -0.103
C -0.460 -0.076 0.056 -0.068 0.016 0.028
N 0.341 -0.933 -0.453 -0.235 0.127 0.126
N 1.688 -0.545 -0.362 0.134 0.292 0.139
C 2.132 0.562 0.158 0.095 -0.445 -0.255
C -1.091 0.913 0.681 0.246 0.139 -0.035
H -2.437 -0.103 -0.808 0.162 0.077 0.110
H -2.422 -0.810 0.742 0.127 0.069 -0.124
H 2.251 -1.291 -0.762 0.014 0.106 0.075
H 3.234 0.487 0.071 -0.185 0.077 0.016
H -1.269 1.969 0.582 0.074 -0.076 0.025
```
Positions in Å, forces in eV/Å.

gap between HOMO and LUMO = 8.6 eV
LUMO level = 0.672 eV
ΔE to the lowest compared entry with this formula, charge and spin = 6.544 eV



The following is a quantum chemistry calculation of a 2-piece molecular cluster, CHBr2F overall, from OMol25.

Geometry as XYZ:
```
5
Properties=species:S:1:pos:R:3:forces:R:3
C 0.212 -0.024 -0.477 0.075 -0.133 1.542
F 1.258 -0.763 -0.191 -0.353 0.243 -0.276
Br -1.275 -0.880 -1.090 -0.003 -0.013 -0.106
Br -0.602 0.654 2.454 0.299 -0.191 -1.130
H 0.407 1.013 -0.695 -0.018 0.094 -0.030
```
Positions in Å, forces in eV/Å.

gap between HOMO and LUMO (spin up / spin down) = 8.7 / 6.1 eV
LUMO level (spin up / spin down) = -1.302 / -2.899 eV
ΔE to the lowest compared entry with this formula, charge and spin = 0.597 eV



The following is a quantum chemistry calculation of a 13-piece molecular cluster, C13H40BNO20 overall, from OMol25.

Geometry as XYZ:
```
75
Properties=species:S:1:pos:R:3:forces:R:3
C 2.119 -1.241 -0.619 -0.223 0.214 0.090
C 3.540 -1.526 -1.128 -0.616 -0.444 -0.898
C 3.733 -0.634 -2.369 0.071 0.023 -0.152
C 5.154 -0.699 -2.910 -0.238 0.436 -0.017
C 6.135 -0.370 -1.801 0.706 -0.383 -0.115
C 5.929 -1.131 -0.473 -0.189 0.379 -0.401
N 4.524 -1.220 -0.127 -0.079 0.843 0.513
O 4.377 -1.939 1.067 -0.613 -0.514 -0.192
C 6.601 -0.289 0.610 0.266 -0.398 0.488
C 6.638 -2.489 -0.529 0.530 -0.096 0.403
C 3.508 -2.999 -1.620 0.227 -0.476 -0.102
H 1.464 -1.098 -1.486 -0.025 -0.054 -0.013
H 2.055 -0.334 -0.014 0.272 0.005 -0.019
H 1.696 -2.053 -0.032 0.119 -0.013 -0.006
H 3.435 0.394 -2.131 0.258 0.011 0.146
H 3.042 -0.958 -3.156 -0.069 -0.080 0.114
H 5.285 0.046 -3.706 -0.046 -0.133 -0.078
H 5.320 -1.675 -3.372 0.165 -0.076 0.176
H 6.139 0.712 -1.639 -0.301 -0.002 0.191
H 7.162 -0.604 -2.120 -0.088 0.086 -0.088
H 6.402 -0.724 1.591 -0.124 -0.083 -0.122
H 6.201 0.724 0.617 0.088 0.074 -0.120
H 7.688 -0.304 0.460 -0.011 0.310 -0.066
H 6.560 -2.968 0.448 -0.357 -0.080 -0.085
H 7.715 -2.350 -0.698 -0.101 0.021 -0.260
H 6.223 -3.144 -1.290 0.102 -0.071 -0.044
H 4.451 -3.319 -2.069 0.037 0.053 0.165
H 2.767 -3.187 -2.407 -0.220 0.301 0.192
H 3.280 -3.663 -0.785 0.151 0.019 0.016
O -4.765 -1.113 -1.475 -0.026 -0.179 0.282
C -4.064 -0.439 -0.777 0.204 0.138 -0.055
O -3.422 -0.806 0.312 0.034 0.113 -0.020
B -2.491 0.276 0.739 -0.176 0.180 -0.312
O -2.785 1.398 -0.188 0.228 0.000 0.056
C -3.698 1.033 -1.062 -0.156 -0.142 0.018
O -4.171 1.708 -1.935 0.077 0.144 0.106
O -2.774 0.702 2.129 -0.149 -0.385 0.226
C -1.858 0.139 2.910 0.338 -0.056 0.080
O -1.904 0.073 4.104 -0.294 0.109 -0.013
C -0.727 -0.402 2.001 -0.157 -0.043 -0.732
O -1.113 -0.152 0.735 -0.027 -0.109 0.305
O 0.270 -0.943 2.340 -0.090 0.142 0.357
O 0.144 0.481 5.947 0.106 -0.090 0.207
H -0.392 1.274 5.876 -0.039 -0.005 -0.059
H -0.266 -0.130 5.320 0.099 0.167 0.037
O -7.149 -0.136 -2.686 0.019 -0.065 -0.078
H -6.783 0.400 -3.396 -0.014 0.057 -0.003
H -6.382 -0.290 -2.114 -0.141 -0.132 -0.191
O -2.641 -3.813 -0.319 -0.124 -0.163 -0.036
H -3.498 -3.375 -0.291 0.031 0.107 -0.018
H -2.150 -3.340 -0.997 0.085 0.037 0.061
O -2.913 3.589 2.168 -0.158 0.058 -0.232
H -2.850 2.627 2.227 0.130 -0.014 0.075
H -2.772 3.886 3.073 0.008 -0.099 0.070
O -4.451 4.197 -0.288 -0.165 0.142 -0.106
H -4.070 3.671 0.427 0.135 0.233 0.051
H -4.065 3.844 -1.095 0.019 -0.161 0.033
O -3.859 1.670 -4.765 0.031 0.197 -0.188
H -3.936 2.162 -3.938 -0.057 -0.215 -0.002
H -3.120 1.075 -4.612 -0.012 -0.038 0.024
O -0.218 3.137 -0.595 -0.056 0.100 -0.050
H -0.811 2.384 -0.505 0.041 -0.048 -0.001
H -0.768 3.888 -0.349 -0.017 -0.008 0.071
O -3.420 2.623 4.872 -0.062 0.059 0.124
H -3.382 1.658 4.859 0.182 -0.045 -0.080
H -4.317 2.848 4.609 -0.077 -0.066 0.052
O -5.655 1.311 2.061 -0.112 -0.061 0.076
H -5.179 2.097 2.349 0.074 0.080 -0.149
H -5.062 0.585 2.280 0.068 0.026 -0.005
O 1.836 -3.474 1.909 -0.087 -0.174 -0.154
H 1.333 -2.688 2.151 0.212 -0.047 -0.047
H 2.590 -3.115 1.398 0.377 0.228 0.408
O -7.372 2.538 -1.140 -0.196 0.055 -0.085
H -7.636 3.455 -1.253 0.156 0.060 0.077
H -6.427 2.527 -1.328 0.042 0.037 0.102
```
Positions in Å, forces in eV/Å.

gap between HOMO and LUMO = 3.8 eV
LUMO level = 3.664 eV
charge = -2
ΔE to the lowest compared entry with this formula, charge and spin = 0.000 eV